1.
14
Properties=species:S:1:pos:R:3:forces:R:3:lowdin_charge:R:1 method="wB97M-V/def2-TZVPD" homo_lumo_gap_ev=7.74 relative_energy_ev=4.0270 e_homo_ev=-7.1 lumo_energy_ev=0.62
C 3.290 -0.093 -0.149 -0.5767 -0.2843 0.3542 -0.47
C -0.908 -0.921 -0.751 0.0360 -1.3824 -0.9686 -0.24
C -0.294 0.348 -0.372 -1.2969 0.8213 0.1118 -0.25
C -1.247 1.453 0.118 0.0880 1.6854 1.0095 -0.18
N -0.332 -0.933 0.613 -0.5720 0.2533 0.6052 0.01
O 2.451 -0.809 0.069 -3.0380 -3.1032 0.6351 0.21
O 4.142 0.616 -0.295 3.8097 3.2289 -0.9759 0.26
H -1.958 -1.306 -0.871 0.6534 0.9225 0.5622 0.12
H -0.264 -1.513 -1.393 -0.1363 -0.2278 -0.2807 0.08
H -1.596 2.238 -0.663 0.8260 -1.6993 0.9194 0.09
H -0.658 2.044 0.854 -0.0544 0.0593 -0.6199 0.05
H -2.141 1.281 0.783 0.1417 -0.8058 -0.8743 0.05
H -1.072 -0.986 1.362 1.5159 -0.1012 -0.9217 0.16
H 0.587 -1.419 0.695 -1.3964 0.6332 0.4436 0.11

2.
123
Properties=species:S:1:pos:R:3:forces:R:3:lowdin_charge:R:1 method="wB97M-V/def2-TZVPD" homo_lumo_gap_ev=8.40 e_homo_ev=-8.6 lumo_energy_ev=-0.23
H -8.192 2.350 -1.471 -0.0856 -0.0951 -0.3322 0.04
N -7.632 3.049 -1.967 0.2069 0.2168 0.3501 0.10
C -6.923 3.639 -1.100 -0.2941 -0.0612 0.5004 -0.26
C -6.967 3.328 0.392 0.1911 -0.0439 -0.2424 -0.12
C -5.629 2.818 0.895 -0.5384 0.2498 -0.3470 -0.25
C -5.464 2.597 2.285 -0.5654 0.0594 0.8116 -0.06
N -4.386 2.129 2.848 -0.1815 0.3991 -1.0481 0.17
C -3.392 1.901 1.939 0.8993 -0.4361 0.6816 -0.17
C -2.149 1.432 2.423 -0.5157 -0.7045 1.3113 0.00
B -1.980 1.217 3.988 0.5089 0.5951 0.4940 -0.44
C -1.002 2.221 4.763 -0.4996 0.2085 -0.3812 0.01
O -2.645 0.252 4.695 -0.4233 0.6856 -0.6624 0.15
C -1.133 1.183 1.580 0.2027 0.0663 -0.7649 -0.23
O 0.051 0.690 2.111 -0.2545 -0.3251 -0.2307 0.03
C -1.235 1.408 0.162 1.2878 -0.4325 0.6463 -0.20
C -0.004 1.106 -0.671 -0.2898 -0.0353 -0.7481 -0.15
C -0.203 0.134 -1.880 -0.1300 0.6454 0.2587 -0.23
C -1.320 -0.892 -1.706 0.3972 -0.5400 0.2807 -0.23
C -1.149 -1.788 -0.452 0.3392 -0.6139 -1.2435 -0.17
C -1.933 -3.099 -0.688 -0.2439 0.1253 -0.0436 -0.16
C -3.428 -2.791 -0.788 0.9089 -0.0699 -0.3434 -0.18
O -4.232 -3.994 -0.734 -0.4029 0.6251 0.8258 -0.02
C -5.551 -3.638 -0.649 -1.3896 -0.0123 -0.4858 -0.52
C -6.347 -4.189 0.543 1.3944 -0.2375 -0.8030 0.02
O -6.111 -2.948 -1.470 0.8259 -0.2039 0.4357 0.10
C -2.416 1.896 -0.284 -0.3478 0.2834 -0.9556 -0.50
I -2.721 2.374 -2.338 0.0606 0.1189 0.5557 1.00
C -3.520 2.136 0.577 -0.3514 0.2424 -1.0947 -0.26
N -4.681 2.591 0.030 0.0118 -0.0180 0.7477 0.14
H -6.242 4.442 -1.396 -0.0661 -0.1693 -0.1209 0.11
H -7.263 4.213 0.972 0.1299 -0.0219 -0.1571 0.12
H -7.745 2.577 0.586 0.1443 0.0403 -0.0679 0.12
H -6.306 2.832 2.938 0.1084 -0.0657 -0.0407 0.12
H -0.015 1.766 4.911 -0.1592 -0.0109 0.0185 0.07
H -0.861 3.126 4.159 0.1254 -0.0620 0.2057 0.07
H -1.400 2.527 5.740 0.1396 -0.1234 -0.0647 0.05
H -2.970 0.679 5.501 0.1875 -0.7893 0.3476 0.08
H -0.163 -0.174 2.486 0.2609 -0.0145 0.0349 0.13
H 0.351 2.069 -1.068 0.0651 -0.1684 0.0646 0.11
H 0.786 0.694 -0.047 -0.2915 0.0765 0.1364 0.09
H 0.755 -0.373 -2.049 -0.1915 -0.1044 0.1314 0.10
H -0.373 0.755 -2.763 -0.1073 -0.2777 -0.0298 0.04
H -2.328 -0.471 -1.707 0.2151 0.3073 -0.0908 0.06
H -1.272 -1.561 -2.579 -0.0742 0.1165 0.0962 0.12
H -0.087 -2.081 -0.406 -0.3641 0.2708 0.3894 0.09
H -1.464 -1.277 0.464 0.0693 -0.1267 -0.0546 0.11
H -1.613 -3.503 -1.657 0.0786 -0.0965 0.2164 0.12
H -1.701 -3.856 0.067 -0.2107 0.1819 0.0727 0.12
H -3.689 -2.120 0.043 -0.2549 -0.1373 -0.1810 0.14
H -3.609 -2.307 -1.751 -0.2160 0.1537 0.2696 0.12
H -6.654 -3.332 1.143 -0.0952 -0.1843 0.0265 0.09
H -5.682 -4.859 1.093 -0.4057 0.0527 0.2166 0.08
H -7.202 -4.720 0.124 -0.0603 0.1007 0.2654 0.08
C -1.761 1.137 10.966 -0.1701 0.0118 0.0233 -0.06
C -1.274 0.702 9.599 0.0252 0.2033 0.2187 -0.23
O -2.283 -0.015 8.882 0.1443 -0.3347 -0.1466 0.01
C -3.265 0.577 8.183 -0.2406 0.2125 0.2260 -0.53
C -3.484 2.067 8.324 0.4372 0.1991 -0.2783 0.01
O -3.994 -0.097 7.506 0.1778 0.0109 -0.0587 0.11
H -2.608 1.820 10.895 0.0663 0.0702 -0.0204 0.07
H -0.962 1.636 11.516 0.0078 -0.0186 -0.0132 0.08
H -2.096 0.273 11.539 0.0895 -0.0250 -0.0106 0.09
H -0.896 1.535 9.004 -0.0818 0.0262 0.0003 0.11
H -0.446 0.004 9.715 -0.0986 -0.1149 -0.1223 0.12
H -4.288 2.238 9.039 -0.0180 -0.0137 -0.0224 0.10
H -3.779 2.464 7.354 -0.2173 -0.0839 0.0525 0.09
H -2.602 2.621 8.634 -0.0518 -0.0296 0.1524 0.07
C 2.195 2.748 1.587 0.2526 0.2299 0.1718 -0.05
C 2.422 3.935 0.675 0.0122 -0.3083 0.0898 -0.22
O 2.817 5.100 1.406 -0.2122 0.3205 -0.1508 0.01
C 4.081 5.343 1.794 0.1748 -0.2152 0.1947 -0.53
C 5.118 4.250 1.671 0.1145 -0.0431 -0.5241 0.01
O 4.353 6.401 2.289 -0.1135 0.0684 -0.0397 0.11
H 3.106 2.465 2.117 0.0324 -0.0206 -0.0721 0.08
H 1.849 1.891 1.021 0.0142 0.0033 0.0334 0.05
H 1.450 2.989 2.345 -0.0733 -0.0149 -0.0844 0.08
H 3.137 3.720 -0.122 0.0499 0.0015 0.0519 0.11
H 1.484 4.199 0.186 0.0322 0.1791 0.0590 0.12
H 5.226 3.757 2.635 -0.0009 0.0143 0.0029 0.10
H 6.065 4.709 1.395 -0.0003 0.0873 0.2219 0.09
H 4.894 3.506 0.909 -0.0926 -0.0847 0.1298 0.06
C 2.681 -4.588 -3.648 -0.0115 -0.1634 0.2588 -0.05
C 2.710 -3.216 -3.013 0.0815 -0.3785 -0.0622 -0.22
O 1.942 -3.177 -1.793 -0.3206 0.3415 -0.0062 0.00
C 2.406 -3.572 -0.604 0.0512 -0.2756 -0.0785 -0.53
C 3.714 -4.321 -0.523 0.3934 0.3739 -0.0569 0.02
O 1.735 -3.373 0.377 0.0068 0.0575 0.0997 0.09
H 3.124 -5.346 -2.999 0.0772 0.0652 0.0239 0.07
H 3.222 -4.579 -4.590 -0.0638 0.0146 -0.0211 0.06
H 1.652 -4.895 -3.837 0.0144 0.0734 -0.1240 0.09
H 3.717 -2.856 -2.841 -0.0174 -0.0314 0.1323 0.08
H 2.237 -2.502 -3.684 -0.0883 0.0628 0.1645 0.11
H 3.505 -5.388 -0.468 -0.0116 0.0064 0.0068 0.10
H 4.230 -4.009 0.383 -0.1698 -0.1299 0.1171 0.09
H 4.388 -4.127 -1.354 -0.1114 -0.1202 -0.1047 0.07
C 0.229 -1.010 -7.344 -0.0455 -0.1208 -0.1057 -0.06
C 1.396 -1.263 -6.411 -0.1033 0.1789 -0.1909 -0.23
O 1.657 -2.660 -6.259 0.0101 -0.0922 0.3768 -0.01
C 2.386 -3.387 -7.128 -0.0416 0.0101 -0.3050 -0.52
C 2.771 -2.789 -8.459 0.3614 0.3663 0.1203 0.02
O 2.661 -4.520 -6.849 -0.0347 -0.0140 -0.0084 0.10
H 0.428 -1.381 -8.350 0.0576 0.0777 -0.0120 0.07
H 0.013 0.057 -7.407 0.0009 -0.0075 0.0259 0.08
H -0.660 -1.528 -6.984 0.0104 0.0607 0.0745 0.09
H 2.300 -0.733 -6.716 0.0049 -0.0573 -0.0598 0.12
H 1.146 -0.901 -5.414 0.0534 -0.1601 0.0615 0.12
H 2.067 -3.131 -9.216 0.0047 -0.0165 0.0080 0.10
H 3.769 -3.140 -8.713 -0.1016 -0.2047 -0.0303 0.09
H 2.808 -1.702 -8.466 -0.1661 -0.0076 -0.0321 0.07
C 6.422 1.536 -2.547 -0.0596 0.0299 -0.1556 -0.06
C 6.359 0.101 -2.068 0.1702 0.2466 -0.0168 -0.23
O 5.424 -0.670 -2.830 -0.2589 -0.2240 0.2653 0.00
C 5.707 -1.233 -4.018 0.1817 0.2077 -0.3356 -0.51
C 6.990 -0.873 -4.728 0.3711 -0.2460 0.2947 0.02
O 4.900 -1.968 -4.520 0.0471 0.1003 -0.0742 0.10
H 6.762 1.603 -3.581 0.0915 -0.0116 0.0352 0.07
H 7.101 2.118 -1.923 -0.0094 -0.0155 0.0110 0.08
H 5.431 1.990 -2.508 0.0067 -0.0176 0.0872 0.08
H 7.338 -0.382 -2.058 -0.0035 0.0093 -0.0936 0.12
H 5.992 0.077 -1.043 -0.1279 -0.1357 -0.0619 0.12
H 6.776 -0.107 -5.473 -0.0117 -0.0119 -0.0043 0.10
H 7.364 -1.764 -5.227 -0.1779 0.0317 -0.1458 0.09
H 7.782 -0.525 -4.070 -0.0690 0.1563 -0.0200 0.07

3.
20
Properties=species:S:1:pos:R:3:forces:R:3:lowdin_charge:R:1 method="wB97M-V/def2-TZVPD" homo_lumo_gap_ev=9.25 relative_energy_ev=0.8240 smiles="C/C(=N/N)SC(C)C" e_homo_ev=-8.5 lumo_energy_ev=0.78
C -0.926 1.988 -0.008 0.3407 -1.7111 1.1565 -0.06
C -1.288 0.504 -0.291 -0.8977 0.1908 -0.4518 -0.62
N -2.467 0.115 0.012 -0.4095 0.4896 0.5701 -0.09
N -2.978 -1.113 -0.331 1.6521 -1.0438 0.0109 -0.03
S -0.277 -0.553 -1.363 -0.1321 0.5050 0.4782 0.93
C 1.257 -0.749 -0.384 -0.3744 -0.4799 -0.8669 -0.71
C 0.969 -1.100 1.046 0.0226 -0.5266 1.9044 -0.15
C 2.236 0.395 -0.568 0.4960 -0.8661 -1.1953 -0.13
H -1.404 2.365 0.906 -0.1127 -0.3718 -0.2530 0.08
H 0.144 2.074 0.147 0.0613 0.1040 -0.0750 0.03
H -1.206 2.615 -0.811 -0.3010 0.5610 -1.0518 0.06
H -3.767 -1.422 0.241 0.5460 0.7253 -0.0242 0.08
H -2.207 -1.830 -0.319 -1.0776 0.6660 -0.3260 0.06
H 1.689 -1.627 -0.888 -0.0553 0.1494 0.1800 0.09
H 1.839 -1.545 1.563 -0.0129 0.2364 -0.4587 0.08
H 0.727 -0.227 1.658 -0.0639 0.2226 -0.2334 0.08
H 0.157 -1.821 1.275 0.2825 0.3624 -0.8067 0.08
H 3.126 0.093 -0.028 0.4475 0.2813 0.0880 0.08
H 1.884 1.332 -0.199 -0.1858 0.5424 0.2969 0.04
H 2.493 0.505 -1.657 -0.2257 -0.0368 1.0579 0.10

4.
17
Properties=species:S:1:pos:R:3:forces:R:3:lowdin_charge:R:1 method="wB97M-V/def2-TZVPD" homo_lumo_gap_ev=5.32 charge=+1 relative_energy_ev=6.0563 e_homo_ev=-11.8 lumo_energy_ev=-6.48
N -0.794 0.926 0.392 -3.1161 2.0946 -2.2952 0.21
C -0.232 1.226 -0.867 -0.0948 2.6293 -0.5247 -0.29
N 0.784 0.407 -1.177 0.6901 1.4802 -1.4545 0.16
N -0.678 2.295 -1.618 0.4820 -3.1992 1.9487 0.28
H -0.188 1.183 1.147 0.5521 0.0042 0.8854 0.17
H -1.750 1.326 0.450 0.6461 -0.0665 0.8042 0.19
H 1.637 0.496 -0.645 0.4510 0.2867 -0.0493 0.13
H 0.443 -0.544 -1.024 -0.5678 -1.0617 0.2374 0.07
H -0.101 2.590 -2.370 0.6363 -0.2520 -0.9859 0.13
H -1.662 2.511 -1.759 0.0189 0.3143 0.7904 0.15
N -0.502 -1.664 0.230 0.9140 3.4198 -0.5799 -0.05
C 0.677 -1.606 0.919 1.8045 -1.3910 1.7469 -0.48
N 0.857 -1.830 2.206 -1.9765 -0.3569 -2.6267 0.05
H -1.161 -2.230 0.697 -0.9397 -0.5606 0.8862 0.05
H -0.862 -0.243 0.366 0.2277 -3.5248 0.1251 0.08
H 1.611 -1.411 0.274 -1.0309 -0.5269 0.5767 0.11
H 1.709 -2.344 2.320 1.3031 0.7105 0.5152 0.02

5.
42
Properties=species:S:1:pos:R:3:forces:R:3:lowdin_charge:R:1 method="wB97M-V/def2-TZVPD" homo_lumo_gap_ev=9.81 relative_energy_ev=0.5670 smiles="CCN(CC)C(=O)c1ccc(COc2ccccc2Cl)cc1" e_homo_ev=-9.1 lumo_energy_ev=0.76
C -2.896 1.722 -1.914 -0.1057 -0.0036 0.2659 -0.06
C -3.208 1.379 -0.457 0.1936 0.3297 -0.2900 -0.20
N -3.239 -0.049 -0.228 -0.1488 -0.0518 0.0382 -0.07
C -4.507 -0.731 -0.412 -0.1473 -0.2889 0.1495 -0.20
C -5.363 -0.678 0.850 0.1425 -0.0043 -0.2258 -0.07
C -2.141 -0.788 0.054 0.0082 0.1711 0.0034 -0.43
O -2.172 -2.000 0.166 0.1003 -0.3020 0.0499 0.08
C -0.859 -0.031 0.233 0.2673 -0.1108 0.0830 -0.16
C 0.094 -0.034 -0.777 -0.1373 -0.0387 0.0275 -0.01
C 1.309 0.600 -0.590 -0.0438 0.1373 0.0510 -0.02
C 1.594 1.239 0.610 0.1160 0.0924 -0.0013 -0.21
C 2.956 1.835 0.846 -0.2714 0.1771 -0.1656 -0.15
O 3.814 0.890 1.486 0.3324 -0.3372 0.0259 -0.07
C 4.044 -0.253 0.759 0.0537 -0.0759 -0.0370 -0.32
C 3.359 -1.420 1.078 0.0976 0.1631 0.0513 0.00
C 3.592 -2.590 0.380 -0.0194 0.0004 0.0158 -0.07
C 4.513 -2.608 -0.654 0.0338 -0.0260 -0.0510 -0.09
C 5.208 -1.458 -0.983 -0.0413 0.0039 -0.0020 -0.11
C 4.974 -0.288 -0.281 -0.1290 0.0387 0.1756 -0.58
Cl 5.861 1.141 -0.694 0.0782 0.1017 -0.0185 0.72
C 0.647 1.221 1.626 0.0369 0.0105 -0.0790 -0.02
C -0.571 0.594 1.441 -0.0556 -0.0673 -0.0401 -0.02
H -1.900 1.376 -2.176 0.0841 -0.0130 -0.0442 0.06
H -3.614 1.251 -2.582 -0.0684 -0.0339 -0.0977 0.07
H -2.941 2.798 -2.060 0.0039 0.1322 -0.0847 0.07
H -2.456 1.837 0.190 -0.2050 0.0095 -0.0316 0.11
H -4.185 1.785 -0.184 0.0829 -0.0106 0.0870 0.12
H -4.281 -1.771 -0.655 -0.0868 0.1745 -0.0751 0.12
H -5.036 -0.274 -1.253 0.0637 -0.0234 -0.0110 0.12
H -4.839 -1.162 1.669 0.0303 -0.0508 0.0880 0.08
H -5.582 0.349 1.133 -0.0541 0.0862 0.0554 0.07
H -6.302 -1.198 0.681 -0.1411 -0.0359 0.0344 0.07
H -0.115 -0.545 -1.706 -0.0250 -0.0604 -0.0910 0.12
H 2.045 0.592 -1.382 0.0939 0.0013 -0.0712 0.12
H 2.908 2.675 1.543 -0.0043 -0.0496 -0.1324 0.13
H 3.397 2.172 -0.100 -0.0302 -0.0229 0.1598 0.10
H 2.641 -1.387 1.882 -0.0825 0.0403 0.0765 0.13
H 3.047 -3.484 0.639 -0.0550 -0.0806 0.0269 0.11
H 4.696 -3.517 -1.205 0.0226 -0.0804 -0.0480 0.10
H 5.933 -1.461 -1.783 0.0693 0.0312 -0.0525 0.10
H 0.873 1.695 2.571 0.0260 0.0535 0.1139 0.12
H -1.299 0.578 2.239 -0.0852 0.0134 0.0706 0.12